Molecular formula: C2H3N2S2
Method: DFT, wB97M-V/def2-TZVPD

Results
HOMO level ... -14.6085 eV
Charge ... +1
HOMO-LUMO gap ... 8.98 eV

Each atom is followed by the atoms it is bonded to, with distances in Å.
Positions of all 9 atoms, in Å:
1 C -0.342 -0.315 0.031  N3 1.307, N4 1.363, S6 1.768
2 C 2.031 0.009 -0.036  S5 1.553, S6 1.708
3 N 0.221 0.865 0.020  C1 1.307, H7 0.955
4 N -1.684 -0.544 -0.042  C1 1.363, H8 1.031, H9 0.939
5 S 3.369 0.796 -0.075  C2 1.553
6 S 1.060 -1.390 0.106  C1 1.768, C2 1.708
7 H -0.226 1.595 -0.406  N3 0.955
8 H -2.282 0.279 0.125  N4 1.031
9 H -2.148 -1.295 0.278  N4 0.939

Results of the Löwdin charge analysis, in e, for atoms 1 through 6: -0.625, -0.953, 0.067, 0.187, 0.958, 1.065